C32H35ClFeN6O4 | the ωB97M-V functional and the def2-TZVPD basis

Geometry as XYZ:
```
79
Properties=species:S:1:pos:R:3:forces:R:3:lowdin_spin:R:1
Fe -0.702 -0.769 -0.641 -0.3 0.2 0.1 3.726
Cl 3.863 0.697 -4.221 0.0 0.0 0.0 0.001
O -0.335 -3.368 -3.759 -0.1 -0.1 0.1 0.012
O -0.906 -2.337 -1.861 0.0 -0.3 -0.2 0.057
O 1.489 -3.051 -5.579 0.2 0.2 -0.1 0.000
O 3.133 -1.621 -5.987 0.1 0.0 0.0 0.000
N -1.901 0.740 -2.038 0.1 -0.1 -0.3 0.049
N -1.813 -2.213 0.836 0.1 -0.2 -0.4 0.066
N -2.064 0.432 0.572 0.2 0.1 0.0 0.367
N 0.716 -0.712 0.982 0.1 0.0 0.0 0.034
N 1.040 -0.663 -2.023 0.3 0.4 0.2 0.028
N 2.075 0.153 -2.314 -0.1 0.1 0.1 0.004
C 1.407 1.972 -0.842 0.0 0.0 -0.1 0.003
C 2.421 1.232 -1.432 0.0 -0.1 -0.1 0.001
C 1.938 -0.815 4.183 0.0 0.0 0.0 0.000
C -2.212 4.155 0.410 0.0 0.0 0.0 -0.003
C 1.940 -1.305 -3.988 0.0 0.0 -0.1 0.001
C 2.605 -0.726 2.804 -0.1 -0.1 -0.1 0.000
C 1.721 3.024 0.002 0.0 0.1 0.0 0.001
C 2.245 -2.008 -5.278 -0.1 -0.1 -0.1 0.000
C -2.193 3.185 -1.793 0.1 0.1 0.0 -0.009
C -3.064 -2.624 0.143 -0.1 0.0 0.2 0.008
C -2.693 -1.218 4.310 0.0 0.0 0.0 0.143
C 3.750 1.523 -1.166 0.1 0.0 0.0 0.000
C -0.987 -3.405 1.076 -0.1 0.0 0.1 0.005
C -2.132 1.748 0.159 -0.1 0.0 0.2 0.020
C -2.205 -1.982 3.253 -0.1 0.0 0.1 -0.011
C 3.493 -1.952 2.546 0.0 0.0 0.0 0.000
C 0.962 -1.539 -3.005 0.0 -0.1 0.0 0.001
C -2.420 -0.058 1.778 -0.1 0.1 0.1 0.027
C -1.260 1.010 -3.340 -0.1 0.1 0.1 0.003
C -0.168 -2.521 -2.893 -0.1 0.1 0.0 0.008
C 3.413 0.569 2.669 0.0 0.0 0.0 0.000
C -3.181 0.037 -2.300 0.0 0.1 0.1 0.006
C -3.158 0.079 4.084 0.0 -0.1 0.0 -0.002
C 2.615 -0.195 -3.511 0.1 0.1 0.1 0.002
C -2.087 1.921 -1.241 -0.1 0.0 -0.2 0.067
C 1.540 -0.717 1.778 0.2 0.1 0.2 0.006
C 4.057 2.595 -0.340 0.0 0.0 0.0 0.000
C -2.272 4.303 -0.971 0.0 0.0 0.0 0.083
C -3.040 0.650 2.839 0.0 0.0 -0.1 0.101
C -2.143 2.895 0.972 0.1 0.0 0.0 0.067
C 3.049 3.349 0.244 0.0 0.0 0.0 0.000
C -2.125 -1.442 1.985 0.0 -0.1 0.1 0.109
H 4.283 -1.971 3.296 0.0 0.0 0.0 0.000
H 1.319 -1.709 4.267 0.0 0.0 0.0 0.000
H -3.578 -3.392 0.730 0.0 0.0 0.0 0.000
H 2.924 -2.880 2.620 0.0 0.0 0.0 0.000
H 3.861 0.651 1.680 0.0 0.0 0.0 0.000
H 0.373 1.740 -1.051 0.0 0.0 0.0 0.002
H 2.788 1.446 2.839 0.0 0.0 0.0 0.000
H 3.955 -1.904 1.559 0.0 0.0 0.0 0.000
H -2.976 -0.934 -2.746 0.0 0.0 0.0 0.000
H -2.210 5.026 1.052 0.0 0.0 0.0 -0.001
H 0.785 -3.221 -4.902 -0.1 -0.1 0.1 0.000
H -3.727 -1.769 0.047 0.0 0.0 0.0 0.000
H -1.960 1.469 -4.044 0.0 0.0 0.0 0.001
H 5.096 2.834 -0.147 0.0 0.0 0.0 0.000
H -0.929 0.071 -3.772 0.0 -0.1 0.0 0.000
H 4.210 0.559 3.414 0.0 0.0 0.0 0.000
H -1.943 -3.018 3.416 0.0 0.0 0.0 -0.003
H -2.196 3.308 -2.867 0.0 0.0 0.0 -0.002
H 4.539 0.928 -1.601 0.0 0.0 0.0 0.000
H -1.558 -4.207 1.555 0.0 0.0 0.0 0.002
H 0.923 3.602 0.452 0.0 0.0 0.0 0.000
H -2.357 5.288 -1.411 0.0 0.0 0.0 0.005
H -2.817 -3.016 -0.837 0.0 0.0 0.0 0.000
H -2.020 2.799 2.040 0.0 0.0 0.0 0.003
H -3.443 1.637 2.669 0.0 0.0 0.0 0.005
H -0.631 -3.772 0.116 0.0 0.0 0.0 0.001
H -3.721 -0.100 -1.368 0.0 0.0 0.0 0.001
H -3.803 0.628 -2.980 0.0 0.0 0.0 0.001
H -0.136 -3.147 1.704 0.0 0.0 0.0 0.000
H 3.297 4.186 0.883 0.0 0.0 0.0 0.000
H 1.318 0.060 4.378 0.0 0.0 0.0 0.000
H -0.404 1.669 -3.218 0.1 0.0 0.0 0.000
H -2.772 -1.659 5.295 0.0 0.0 0.0 0.008
H -3.621 0.636 4.888 0.0 0.0 0.0 -0.003
H 2.718 -0.864 4.943 0.0 0.0 0.0 0.000
```
Forces are in eV/Å.

lowest unoccupied orbital energy (alpha / beta)	-0.081 / -0.190	hartree
total charge	+1
energy above the lowest of the compared OMol25 structures with the same formula, charge and spin	0.0	kcal per mole
2S+1	6
HOMO level (alpha / beta)	-10.99 / -11.44	eV



C32H35FeN6O8S | the ωB97M-V functional and the def2-TZVPD basis

Geometry as XYZ:
```
83
Properties=species:S:1:pos:R:3:forces:R:3:lowdin_spin:R:1
Fe -0.755 -1.613 0.950 0.0 -0.4 0.0 3.768
S 1.072 -3.738 -1.652 0.5 0.3 0.5 0.299
O -1.236 -2.860 -2.662 0.2 0.1 0.6 0.090
O -1.868 -2.706 -0.503 0.3 0.7 0.7 0.041
O -0.411 0.527 1.777 -0.3 0.0 -0.4 0.024
O -3.019 -1.671 -2.092 -0.4 0.1 -0.1 0.006
O -0.959 -1.682 2.991 0.0 0.2 -0.2 0.059
O 1.708 -5.021 -1.360 -0.4 0.0 -0.2 0.257
O 0.059 -0.932 4.851 -0.3 -0.3 -0.2 0.009
O -1.527 0.112 -0.539 0.8 0.2 0.0 0.021
N 4.416 -1.158 -5.824 -0.2 -0.1 0.1 0.003
N 3.005 -3.585 0.573 0.0 0.0 0.0 0.032
N 1.108 -2.622 -0.507 -0.2 -0.5 0.0 0.167
N -2.178 1.641 -2.059 -0.1 0.0 0.0 0.001
N 0.100 1.218 -1.740 0.0 0.0 0.0 0.000
N 1.450 -2.213 1.701 -0.5 0.1 -0.2 0.050
C 1.599 2.825 5.463 0.0 0.0 -0.1 0.000
C -0.464 -0.772 3.758 0.0 -0.1 -0.2 0.008
C -3.098 0.741 2.585 0.0 0.0 0.0 0.001
C -1.963 -2.448 -1.739 0.3 -0.5 -0.6 0.012
C 3.066 -3.686 -3.515 0.0 -0.1 0.0 0.014
C -3.764 1.846 5.029 0.0 0.0 -0.1 0.000
C 2.513 -1.086 -4.335 0.0 0.1 0.0 0.001
C -0.614 2.580 -3.655 0.0 -0.1 0.0 0.000
C 1.695 -1.697 -3.410 -0.1 -0.2 0.1 0.008
C 3.676 -3.719 1.712 -0.1 0.0 -0.3 -0.002
C 1.914 3.877 4.616 0.0 0.0 0.0 0.000
C 3.280 -3.122 2.896 0.1 -0.1 0.0 0.024
C -3.180 -1.458 -3.497 0.0 -0.1 0.2 0.001
C -1.199 0.957 -1.403 -0.2 -0.1 0.1 0.002
C -4.426 1.022 2.882 0.0 0.0 -0.1 0.000
C 1.467 3.846 3.303 -0.1 -0.1 0.0 0.000
C -4.765 1.577 4.103 0.1 0.0 0.1 0.000
C 1.889 -2.849 0.614 0.6 -0.1 -0.1 0.012
C 0.484 2.289 -2.657 -0.1 -0.2 0.0 0.000
C 0.686 2.787 2.858 0.0 0.0 0.1 0.000
C 0.827 1.756 5.016 0.0 0.1 0.0 0.000
C -1.897 2.802 -2.888 0.0 -0.1 0.0 0.000
C -0.622 0.674 3.176 -0.2 -0.2 0.5 0.002
C 2.136 -2.361 2.835 -0.4 0.4 0.1 -0.001
C -2.084 1.030 3.496 0.0 0.1 -0.2 0.000
C -2.436 1.577 4.727 0.0 0.0 0.0 0.000
C 1.212 0.676 -0.965 -0.1 0.3 0.0 -0.001
C 1.999 -2.986 -2.981 -0.1 0.2 -0.1 0.078
C 3.872 -3.073 -4.460 0.0 -0.1 0.0 0.003
C -3.577 1.377 -1.745 0.2 0.2 0.1 0.000
C 3.623 -1.761 -4.863 0.0 0.0 -0.2 0.003
C 0.343 1.732 3.707 0.0 0.1 -0.1 0.001
H -3.902 -0.654 -3.603 -0.1 0.0 0.0 0.000
H 1.389 1.966 -3.173 0.1 0.0 0.0 0.000
H -3.648 0.450 -1.190 0.0 -0.1 0.0 0.000
H 5.311 -1.569 -6.016 0.1 0.0 0.0 0.000
H 1.560 1.395 -0.218 0.0 0.0 0.0 0.000
H 0.732 3.195 -2.093 0.0 0.0 0.0 0.000
H -2.878 0.256 1.641 0.0 0.0 0.0 0.001
H -3.559 -2.356 -3.983 0.0 0.0 0.0 0.000
H 4.380 -0.158 -5.901 0.0 0.0 0.0 0.000
H -1.122 0.951 1.272 0.2 0.0 0.0 0.001
H 1.719 4.650 2.621 0.0 0.0 0.0 0.000
H -4.015 2.265 5.996 0.0 0.0 0.0 0.000
H -0.737 1.733 -4.334 0.0 0.0 0.0 0.000
H -1.670 1.787 5.461 0.0 0.0 0.0 0.000
H 1.733 -1.850 3.706 0.1 -0.1 -0.1 0.000
H 0.609 0.928 5.673 0.0 0.1 0.0 0.000
H 3.834 -3.242 3.816 0.0 0.0 0.0 0.002
H -2.235 -1.186 -3.964 0.0 0.0 0.0 0.000
H 3.267 -4.693 -3.170 0.0 0.1 -0.1 0.001
H -1.810 3.703 -2.269 -0.1 0.0 0.0 0.000
H 1.953 2.831 6.487 0.0 0.0 0.0 0.000
H -4.143 1.282 -2.672 0.0 0.1 0.0 0.000
H 2.497 4.717 4.976 0.0 -0.1 0.0 0.000
H 0.823 -1.194 -3.009 0.1 0.0 0.0 0.001
H 0.927 -0.229 -0.464 -0.1 -0.3 0.1 -0.001
H -5.801 1.784 4.343 0.0 0.0 0.0 0.000
H 4.709 -3.613 -4.890 0.0 0.0 0.1 0.001
H -5.199 0.794 2.156 0.1 0.0 0.0 0.000
H 2.306 -0.072 -4.665 0.0 -0.1 0.0 0.000
H 0.327 2.789 1.835 0.0 0.0 0.1 0.000
H 2.030 0.437 -1.646 0.0 0.0 0.0 0.000
H -4.008 2.191 -1.156 0.0 0.0 0.0 0.000
H -2.741 2.947 -3.561 0.0 0.0 0.0 0.000
H -0.359 3.464 -4.239 0.0 0.0 0.0 0.000
H 4.566 -4.341 1.665 0.0 0.1 0.0 -0.001
```
Forces are in eV/Å.

lowest unoccupied orbital energy (alpha / beta)	0.009 / -0.069	hartree
energy above the lowest of the compared OMol25 structures with the same formula, charge and spin	22.6	kcal per mole
2S+1	6
HOMO level (alpha / beta)	-8.29 / -8.46	eV